{"formula": "C20H33N3O2Si3V", "method": "ωB97M-V with the def2-TZVPD basis set", "species": ["V", "C", "Si", "C", "C", "C", "Si", "C", "C", "C", "Si", "C", "C", "C", "C", "C", "C", "C", "N", "H", "H", "H", "H", "H", "H", "H", "H", "H", "H", "H", "H", "H", "H", "H", "H", "H", "H", "H", "H", "H", "H", "H", "H", "H", "H", "H", "H", "O", "N", "N", "O", "C", "C", "C", "C", "C", "C", "H", "H", "H", "H", "H"], "coordinates": [[0.155, -0.156, 0.330], [-2.401, 4.235, -0.092], [-2.069, 2.463, 0.477], [-3.738, 1.589, 0.533], [-1.508, 2.636, 2.270], [-0.852, 1.584, -0.617], [-1.606, 0.933, -2.190], [-2.558, 2.238, -3.172], [-2.808, -0.503, -1.947], [-0.316, 0.272, -3.412], [0.653, 2.574, -0.921], [1.352, 3.441, 0.603], [0.685, 3.847, -2.310], [2.041, 1.313, -1.351], [3.231, 1.664, -1.983], [4.168, 0.694, -2.296], [3.909, -0.628, -1.956], [2.730, -0.914, -1.298], [1.824, 0.026, -1.004], [-3.153, 4.689, 0.562], [-2.769, 4.295, -1.117], [-1.501, 4.855, -0.026], [-4.364, 2.078, 1.285], [-3.643, 0.537, 0.813], [-4.273, 1.634, -0.417], [-2.377, 2.950, 2.857], [-0.745, 3.409, 2.389], [-1.130, 1.711, 2.711], [-3.437, 2.598, -2.630], [-2.911, 1.800, -4.110], [-1.945, 3.108, -3.420], [-3.816, -0.162, -1.709], [-2.490, -1.193, -1.162], [-2.865, -1.069, -2.882], [0.468, 0.989, -3.669], [-0.849, 0.028, -4.337], [0.170, -0.643, -3.065], [0.751, 4.309, 0.888], [2.364, 3.797, 0.388], [1.406, 2.783, 1.475], [-0.125, 4.566, -2.161], [0.547, 3.392, -3.293], [1.624, 4.407, -2.320], [3.408, 2.700, -2.243], [5.088, 0.960, -2.800], [4.606, -1.421, -2.186], [2.483, -1.924, -0.993], [-0.478, -0.519, 2.252], [-1.092, -1.625, 2.467], [-1.143, -2.375, 1.445], [-0.599, -2.022, 0.295], [-1.839, -3.627, 1.512], [-2.020, -4.332, 0.335], [-2.702, -5.539, 0.380], [-3.188, -6.026, 1.583], [-2.993, -5.304, 2.752], [-2.316, -4.096, 2.729], [-1.637, -3.928, -0.590], [-2.853, -6.098, -0.534], [-3.720, -6.968, 1.612], [-3.370, -5.681, 3.693], [-2.160, -3.524, 3.631]], "forces_ev_per_a": [[-0.41, -0.12, 0.18], [-0.02, 0.04, 0.07], [-0.01, -0.05, 0.07], [0.01, 0.02, 0.05], [-0.03, 0.03, 0.03], [0.27, -0.06, -0.07], [0.07, -0.01, -0.08], [-0.04, -0.01, 0.03], [0.03, 0.01, -0.01], [-0.02, 0.01, -0.03], [0.07, 0.10, -0.03], [-0.01, 0.04, -0.03], [-0.05, -0.03, 0.01], [0.06, 0.10, -0.07], [0.09, -0.07, -0.10], [-0.03, -0.02, 0.04], [-0.07, 0.05, 0.02], [0.00, 0.04, -0.02], [-0.06, 0.06, 0.07], [0.02, 0.01, -0.03], [0.00, -0.04, -0.01], [-0.02, -0.03, 0.00], [0.00, -0.02, -0.01], [0.02, 0.02, 0.00], [0.02, 0.02, -0.01], [0.03, 0.01, 0.03], [-0.03, -0.04, -0.01], [-0.05, 0.04, -0.07], [0.02, -0.01, 0.01], [0.01, 0.01, 0.02], [0.00, -0.04, 0.02], [0.01, 0.00, 0.01], [0.03, 0.02, -0.01], [-0.02, 0.01, 0.01], [-0.03, -0.01, 0.03], [0.03, 0.00, 0.00], [-0.03, 0.02, 0.03], [0.02, -0.04, -0.02], [-0.01, 0.00, 0.00], [0.00, 0.00, -0.04], [0.02, -0.01, -0.01], [0.00, 0.01, 0.03], [-0.02, -0.02, 0.01], [-0.01, -0.02, -0.01], [0.00, 0.00, 0.00], [0.01, 0.00, -0.01], [0.01, -0.02, 0.00], [-0.05, -0.17, -0.14], [0.02, 0.00, -0.05], [-0.02, 0.12, 0.04], [0.16, 0.10, 0.07], [0.03, 0.01, 0.02], [-0.02, -0.01, 0.00], [0.00, -0.01, -0.03], [-0.01, -0.04, -0.01], [0.02, 0.05, 0.03], [-0.03, -0.06, 0.00], [-0.01, -0.01, 0.00], [0.00, 0.01, 0.01], [0.00, 0.01, -0.01], [0.00, 0.00, 0.00], [0.00, 0.00, -0.01]], "charge": 0, "lumo_ev": [0.3, 0.2], "spin_multiplicity": 4, "e_tot_ha": -2909.170030, "e_homo_ev": [-7.28, -8.17]}